# C5H6O2

A molecular structure, C5H6O2 in a non-equilibrium geometry (the ωB97M-V functional and the def2-TZVPD basis, the OMol25 dataset).

```
13
Properties=species:S:1:pos:R:3:nbo_charge:R:1
H 0.39 1.97 1.50 0.22
H 0.08 -1.58 -1.40 0.25
C 0.04 2.03 0.45 -0.60
O -2.50 -0.59 -0.58 -0.51
C -1.56 0.05 -0.32 0.62
C 0.38 -1.86 -0.47 -0.73
H -0.83 2.72 0.41 0.22
C -0.48 0.71 -0.09 -0.45
O 1.92 -0.24 0.71 -0.48
H 0.85 2.26 -0.06 0.21
C 0.99 -0.62 0.09 0.75
H 1.14 -2.66 -0.36 0.24
H -0.42 -2.19 0.11 0.26
```

Its LUMO energy is 0.31 eV. Its HOMO energy is -8.61 eV. Its HOMO-LUMO gap is 8.926 eV. The charge is 0. The value obtained for the largest force on an atom is 5.7 eV Å⁻¹. Its multiplicity is 1. The total energy is -344.4977 Ha.



# C3H4S

A molecular structure, C3H4S in a non-equilibrium geometry (the ωB97M-V functional and the def2-TZVPD basis, the OMol25 dataset).

```
8
Properties=species:S:1:pos:R:3:nbo_charge:R:1
H -0.25 1.58 -0.84 0.22
C 0.42 -1.19 0.01 -0.38
C 0.22 1.20 0.04 -0.56
S 1.63 0.08 0.09 0.27
C -0.73 -0.46 -0.01 -0.21
H 0.48 -2.20 0.11 0.21
H -0.04 1.88 0.93 0.24
H -1.72 -0.88 -0.33 0.21
```

Its LUMO energy is 0.84 eV. Its HOMO energy is -8.38 eV. Its HOMO-LUMO gap is 9.218 eV. The charge is 0. The value obtained for the largest force on an atom is 5.4 eV Å⁻¹. Its multiplicity is 1. The total energy is -514.7679 Ha.



# C23H18ClN4O6S4SbTc

A molecular structure, C23H18ClN4O6S4SbTc in a non-equilibrium geometry (the ωB97M-V functional and the def2-TZVPD basis, the OMol25 dataset).

```
58
Properties=species:S:1:pos:R:3:nbo_charge:R:1
S 3.95 -2.00 -2.38 -0.33
H 2.83 1.29 -4.19 0.22
C -1.49 -0.52 -6.04 -0.17
H 0.72 -1.37 -3.62 0.23
C 0.88 3.96 -4.83 -0.19
C 1.49 2.21 -2.79 -0.26
N -1.87 0.26 -1.09 -0.31
H -4.28 0.38 0.30 0.27
S 3.40 -0.35 -1.36 0.16
N -1.47 0.24 0.18 -0.26
C 1.77 2.93 -5.07 -0.19
H -3.50 1.94 0.16 0.25
H -0.36 4.96 -3.43 0.24
C -0.34 -1.04 -5.46 -0.20
C -2.36 0.45 1.17 0.34
C 0.37 2.37 2.14 0.79
O 0.20 -0.59 -1.29 -0.56
S 2.64 -0.99 0.37 0.02
C -2.08 -0.03 2.44 -0.37
C 0.56 3.22 -2.57 0.18
H -0.05 -1.77 4.43 0.25
C 2.09 2.07 -4.03 -0.18
H -1.50 -2.63 3.94 0.26
C -0.92 4.21 -0.74 0.17
C -1.12 -0.31 -3.31 -0.09
H -4.17 1.44 1.73 0.25
H -2.79 0.20 3.21 0.25
Tc 0.50 -0.02 0.53 1.16
Sb 3.32 -3.67 -0.40 1.00
C -0.93 4.07 0.64 -0.26
C -3.66 1.10 0.83 -0.67
C -2.45 0.10 -5.26 -0.21
C -0.02 3.03 0.88 0.03
C -2.27 0.22 -3.90 -0.18
H -1.64 -0.60 -7.11 0.23
O 0.23 2.86 3.23 -0.55
C -1.07 -1.64 4.07 -0.68
H 2.21 2.82 -6.05 0.23
O 0.90 1.19 1.92 -0.62
S 5.27 -3.77 0.65 -0.54
Cl -1.89 5.27 -1.63 0.16
O -1.67 4.61 2.87 -0.66
C -1.06 -0.94 2.75 0.53
H -3.01 0.71 -3.28 0.23
N 0.49 2.56 -0.26 -0.28
H -3.35 0.49 -5.72 0.23
O -0.11 -1.28 1.95 -0.54
N 0.00 3.33 -1.25 -0.17
C 0.28 4.12 -3.59 -0.23
H 1.77 1.55 -1.99 0.23
C -0.92 -0.21 -1.87 0.53
H 0.65 4.67 -5.61 0.23
H 0.41 -1.51 -6.08 0.23
C -1.87 4.79 1.58 0.79
C -0.16 -0.95 -4.09 -0.19
O -2.77 5.46 1.16 -0.55
H -0.88 4.08 3.09 0.51
H -1.66 -1.10 4.80 0.24
```

Its LUMO energy (spin up / spin down) is -6.03 / -6.02 eV. Its HOMO energy (spin up / spin down) is -11.04 / -11.04 eV. Its HOMO-LUMO gap (spin up / spin down) is 5.014 / 5.016 eV. The charge is +1. The value obtained for the largest force on an atom is 1.2 eV Å⁻¹. Its multiplicity is 1. The total energy is -3931.5217 Ha.



# C3H4O2

C3H4O2 in the gas phase in a non-equilibrium geometry (the ωB97M-V functional and the def2-TZVPD basis, the OMol25 dataset).

```
9
Properties=species:S:1:pos:R:3:nbo_charge:R:1
C -0.71 0.97 -0.06 -0.73
H 1.35 -2.02 0.43 0.16
H -0.57 1.24 1.11 0.25
H -1.85 1.01 -0.24 0.25
C -0.32 -0.48 -0.11 0.48
O 2.04 0.00 -0.23 -0.49
O -1.11 -1.42 -0.21 -0.51
H -0.03 1.58 -0.73 0.26
C 1.20 -0.89 0.05 0.33
```

Its LUMO energy is -0.52 eV. Its HOMO energy is -9.88 eV. Its HOMO-LUMO gap is 9.362 eV. The charge is 0. Its SMILES is CC(=O)C=O. The value obtained for the largest force on an atom is 4.5 eV Å⁻¹. Its multiplicity is 1. The total energy is -267.1388 Ha.